{
  "formula": "C3H13NO2S",
  "method": "the ωB97M-V functional and the def2-TZVPD basis",
  "charge": 0,
  "e_homo_ev": -9.00,
  "energy_ev": -19741.434,
  "smiles": "CNCCS.O.O",
  "species": ["C", "N", "C", "C", "S", "H", "H", "H", "H", "H", "H", "H", "H", "H", "H", "H", "O", "H", "H", "O"],
  "positions_angstrom": [[1.808, 1.311, 0.251], [1.179, 0.077, 0.755], [-0.244, 0.054, 0.423], [-0.870, -1.286, -0.050], [-2.550, -0.948, -0.722], [1.575, 1.411, -0.799], [1.419, 2.198, 0.770], [2.854, 1.323, 0.548], [1.163, 0.144, 1.770], [-0.444, 0.745, -0.408], [-0.899, 0.467, 1.203], [-1.006, -1.876, 0.851], [-0.281, -1.687, -0.867], [-3.229, -1.623, 0.252], [-0.235, 3.762, -1.914], [-0.092, 4.589, -0.639], [0.075, 3.699, -0.995], [2.296, -1.770, 1.081], [3.265, -2.782, 1.694], [2.688, -2.661, 0.931]],
  "forces_ev_per_a": [[-0.32, 0.14, 1.35], [-0.53, -0.10, 0.55], [-1.27, 0.48, -1.33], [0.04, 1.31, 0.68], [-0.14, -0.48, 0.71], [0.53, 0.05, -0.22], [-0.35, 0.00, -0.30], [0.31, -0.31, -0.70], [0.50, -0.14, -0.08], [0.36, 0.05, 0.08], [0.26, -0.16, 0.21], [0.30, -0.79, -0.48], [0.17, -0.55, 0.34], [0.27, 0.39, -0.56], [0.15, -0.10, 0.43], [0.10, -0.49, -0.12], [-0.30, 0.63, -0.35], [0.10, -0.52, -0.53], [-0.01, -0.13, -0.13], [-0.16, 0.71, 0.49]],
  "mulliken_charge": [-0.941, -0.337, -0.578, -0.649, -0.235, 0.315, 0.307, 0.320, 0.325, 0.314, 0.299, 0.341, 0.314, 0.124, 0.295, 0.287, -0.569, 0.409, 0.315, -0.655]
}

{
  "formula": "C28H72AlF3O30S10",
  "method": "the ωB97M-V functional and the def2-TZVPD basis",
  "charge": 2,
  "e_homo_ev": -14.23,
  "energy_ev": -214697.528,
  "species": ["Al", "C", "F", "F", "F", "S", "O", "O", "O", "O", "S", "O", "O", "C", "C", "C", "H", "H", "H", "H", "H", "H", "H", "H", "O", "S", "O", "O", "C", "C", "C", "H", "H", "H", "H", "H", "H", "H", "H", "O", "S", "O", "O", "C", "C", "C", "H", "H", "H", "H", "H", "H", "H", "H", "O", "S", "O", "O", "C", "C", "C", "H", "H", "H", "H", "H", "H", "H", "H", "O", "S", "O", "O", "C", "C", "C", "H", "H", "H", "H", "H", "H", "H", "H", "O", "S", "O", "O", "C", "C", "C", "H", "H", "H", "H", "H", "H", "H", "H", "O", "S", "O", "O", "C", "C", "C", "H", "H", "H", "H", "H", "H", "H", "H", "O", "S", "O", "O", "C", "C", "C", "H", "H", "H", "H", "H", "H", "H", "H", "O", "S", "O", "O", "C", "C", "C", "H", "H", "H", "H", "H", "H", "H", "H"],
  "positions_angstrom": [[17.633, 14.693, -4.406], [13.135, 10.402, -7.893], [13.900, 10.482, -9.010], [11.885, 9.972, -8.209], [13.714, 9.560, -7.057], [13.016, 12.229, -7.095], [12.701, 13.123, -8.229], [12.048, 12.113, -6.049], [14.312, 12.582, -6.486], [7.650, 9.565, -2.727], [6.296, 10.067, -2.921], [5.517, 10.561, -1.778], [6.362, 11.257, -4.075], [7.247, 11.119, -5.178], [7.405, 12.522, -5.692], [5.276, 8.859, -3.866], [6.740, 10.460, -5.882], [8.241, 10.771, -4.894], [7.900, 13.138, -4.942], [6.455, 12.990, -5.949], [8.034, 12.588, -6.580], [5.059, 7.927, -3.344], [5.810, 8.660, -4.795], [4.391, 9.426, -4.155], [5.653, 5.633, -7.389], [6.788, 4.751, -7.363], [7.558, 4.465, -8.553], [7.845, 5.348, -6.220], [9.281, 5.176, -6.384], [9.952, 5.897, -5.231], [6.258, 3.178, -6.446], [9.729, 5.520, -7.316], [9.473, 4.103, -6.371], [9.791, 6.963, -5.397], [11.000, 5.599, -5.254], [9.448, 5.607, -4.309], [5.843, 3.511, -5.494], [7.153, 2.571, -6.309], [5.527, 2.722, -7.114], [19.551, 13.914, -10.926], [18.392, 14.673, -10.432], [18.064, 14.544, -9.030], [18.516, 16.309, -10.790], [19.037, 16.752, -12.019], [19.040, 18.304, -12.024], [16.867, 14.206, -11.439], [18.469, 16.506, -12.917], [20.027, 16.324, -12.174], [19.479, 18.598, -12.978], [19.743, 18.626, -11.256], [18.063, 18.741, -11.817], [15.955, 14.574, -10.969], [16.930, 13.120, -11.509], [16.943, 14.657, -12.429], [8.002, 8.024, -14.280], [9.466, 8.054, -14.108], [10.355, 7.142, -14.831], [10.038, 9.546, -14.501], [11.416, 9.887, -14.237], [11.367, 10.966, -13.125], [9.976, 7.941, -12.297], [11.819, 10.455, -15.075], [12.010, 9.032, -13.916], [10.564, 11.689, -13.270], [12.370, 11.390, -13.080], [11.166, 10.536, -12.144], [9.442, 7.053, -11.957], [9.598, 8.856, -11.840], [11.048, 7.813, -12.146], [13.092, 15.739, -2.854], [11.695, 15.868, -2.517], [10.739, 16.216, -3.588], [11.262, 14.498, -1.668], [9.954, 14.092, -1.637], [9.621, 13.840, -0.195], [11.453, 16.897, -1.056], [9.826, 13.196, -2.245], [9.313, 14.946, -1.857], [9.789, 14.702, 0.451], [10.213, 13.036, 0.241], [8.578, 13.561, -0.049], [11.599, 17.915, -1.418], [12.307, 16.673, -0.417], [10.478, 16.791, -0.581], [20.968, 9.280, -6.821], [19.534, 9.312, -6.946], [18.764, 10.482, -6.482], [19.052, 8.796, -8.470], [19.872, 7.859, -9.146], [20.713, 8.649, -10.178], [18.866, 7.845, -6.045], [19.262, 7.108, -9.648], [20.553, 7.346, -8.467], [21.269, 7.975, -10.830], [21.388, 9.306, -9.628], [20.155, 9.302, -10.848], [17.787, 7.809, -6.200], [19.141, 7.928, -4.994], [19.315, 6.909, -6.376], [15.009, 2.541, -8.007], [15.578, 3.882, -7.842], [15.487, 4.603, -6.584], [17.182, 3.822, -8.285], [17.594, 2.900, -9.270], [19.108, 2.880, -9.097], [14.947, 4.831, -9.261], [17.318, 3.183, -10.286], [17.260, 1.873, -9.123], [19.674, 3.265, -9.945], [19.537, 1.911, -8.841], [19.387, 3.536, -8.272], [13.974, 5.212, -8.948], [14.940, 4.139, -10.103], [15.656, 5.627, -9.487], [15.352, 17.461, -7.965], [14.557, 18.418, -8.802], [15.056, 19.770, -8.918], [14.340, 17.713, -10.276], [13.650, 18.521, -11.268], [13.853, 17.840, -12.627], [12.854, 18.426, -8.121], [14.050, 19.533, -11.321], [12.586, 18.593, -11.042], [14.871, 17.891, -13.012], [13.272, 18.278, -13.439], [13.682, 16.765, -12.572], [12.988, 18.935, -7.166], [12.502, 17.395, -8.094], [12.325, 19.061, -8.832], [15.849, 9.201, 0.097], [15.408, 9.531, -1.233], [16.021, 10.640, -1.978], [15.554, 8.175, -2.179], [15.417, 6.865, -1.522], [16.794, 6.370, -1.148], [13.520, 9.767, -1.297], [14.946, 6.101, -2.140], [14.778, 6.856, -0.639], [17.302, 7.036, -0.449], [17.484, 6.168, -1.968], [16.741, 5.365, -0.731], [13.184, 10.544, -0.610], [13.086, 8.821, -0.975], [13.276, 10.059, -2.319]],
  "forces_ev_per_a": [[-0.03, -0.09, -0.14], [0.14, 0.62, -0.69], [-1.07, 0.09, 1.09], [1.59, 0.75, 0.44], [-0.48, 0.50, -0.07], [1.13, -0.78, -2.03], [0.29, -0.99, 1.46], [-0.92, 0.13, 0.51], [-0.66, -0.30, -0.69], [-1.41, 0.52, -0.27], [-0.54, 0.03, 0.58], [1.58, -0.64, -2.49], [-0.48, -0.98, 2.34], [0.11, 0.35, -0.40], [0.11, 0.78, -0.48], [0.46, 0.92, -0.20], [0.39, -0.09, -0.29], [-0.25, -0.50, 0.22], [-0.13, -0.02, 0.14], [-0.05, -0.11, 0.11], [0.03, -0.33, -0.11], [0.13, 0.39, 0.26], [0.25, -0.15, 0.16], [-0.16, -0.18, 0.37], [0.93, -0.46, 0.04], [0.47, -0.62, 1.22], [-0.64, 0.09, 0.89], [-0.48, 0.05, -1.32], [-0.03, -0.55, 0.36], [-0.84, -0.42, -0.51], [0.69, 1.46, -1.01], [-0.79, 0.26, -0.38], [0.10, -0.17, 0.19], [0.36, 0.08, 0.24], [0.02, 0.31, 0.30], [0.35, 0.05, 0.15], [-0.04, -0.02, -0.23], [-0.14, 0.02, -0.10], [0.05, -0.05, 0.20], [-2.10, 1.75, 0.41], [0.53, -0.39, -1.03], [0.09, 0.68, -1.10], [-0.87, -2.26, 1.42], [0.60, 1.21, -1.18], [1.03, -1.07, 0.65], [1.13, 0.40, 0.38], [-0.63, -0.73, 0.24], [0.13, 0.20, 0.12], [-0.38, 0.22, -0.06], [-0.13, 0.22, 0.10], [0.05, -0.13, -0.28], [0.31, -0.09, 0.33], [-0.12, 0.11, 0.08], [0.30, -0.07, 0.06], [3.61, 0.48, 0.54], [0.52, -0.70, -0.06], [-1.52, 0.91, 0.79], [-0.72, -0.92, -0.10], [-0.86, 1.29, 1.29], [0.23, -0.72, 0.48], [-1.18, 0.13, -1.32], [-0.14, -0.82, -0.53], [-0.03, 0.01, -0.47], [0.38, 0.16, -0.45], [-0.16, 0.46, -0.01], [0.05, -0.26, 0.03], [-0.02, 0.13, 0.15], [-0.05, -0.24, 0.14], [-0.12, 0.08, -0.48], [-1.02, -0.06, 0.49], [-1.78, -0.16, -0.24], [1.69, -1.00, 2.26], [3.26, 1.21, -1.94], [-2.04, 0.39, 1.25], [-0.23, -0.97, 1.18], [1.02, 0.83, -1.02], [-0.33, 0.23, -0.28], [-0.28, -0.30, -1.12], [0.10, 0.23, -0.28], [0.10, -0.11, -0.10], [-0.07, -0.04, -0.26], [-0.21, 0.15, 0.09], [-0.32, -0.21, 0.18], [0.18, -0.26, -0.27], [-0.84, 0.37, -0.57], [-1.32, -1.17, 1.18], [1.31, -2.07, -1.78], [-0.48, 1.60, 2.05], [1.37, 0.38, -1.31], [0.09, -0.10, 0.21], [0.26, 0.42, -0.09], [-0.41, 0.20, 0.25], [-0.04, 0.03, 0.13], [0.19, -0.11, 0.23], [0.21, -0.17, -0.07], [-0.51, -0.19, 0.23], [0.13, 0.16, 0.11], [-0.18, 0.42, -0.03], [0.12, 0.28, -0.47], [0.89, 2.04, 0.69], [0.20, -1.52, -1.01], [0.37, -0.71, -1.79], [-2.54, 0.77, 1.51], [1.45, -1.23, -0.50], [1.06, 0.29, -0.06], [0.63, -0.09, 0.90], [-0.23, 0.38, 0.08], [-0.63, 0.29, 0.38], [-0.21, -0.10, -0.23], [-0.31, -0.11, -0.15], [-0.14, 0.00, 0.08], [0.01, -0.10, -0.36], [-0.37, 0.02, 0.20], [-0.17, 0.12, 0.24], [-1.77, 1.77, -2.27], [1.05, -1.66, 1.58], [-0.64, -1.21, -0.33], [0.28, 0.92, 1.50], [0.16, 0.00, -1.29], [0.54, -0.37, -0.06], [1.56, 0.40, -1.00], [0.17, -0.06, 0.35], [0.00, -0.20, 0.19], [0.29, 0.37, 0.46], [-0.42, 0.02, 0.36], [-0.52, 0.04, 0.09], [-0.30, -0.27, 0.02], [-0.01, 0.27, 0.19], [-0.35, -0.10, 0.26], [-0.42, 0.35, -0.81], [-0.63, 0.18, -1.18], [-0.99, -1.99, 1.02], [-0.76, 0.95, 0.82], [0.91, -0.49, 0.45], [0.61, -0.55, 0.21], [1.45, -0.19, 0.23], [-0.07, 0.72, -0.90], [0.05, 0.77, 0.14], [-0.15, -0.08, 0.07], [-0.28, 0.59, -0.52], [-0.36, 0.07, 0.53], [0.50, 0.04, 0.06], [0.05, 0.00, -0.27], [0.10, -0.31, 0.08]],
  "mulliken_charge": [1.013, 0.598, -0.178, -0.188, -0.149, 1.065, -0.363, -0.313, -0.342, -0.561, 1.076, -0.548, -0.269, -0.030, -1.266, -0.838, 0.306, 0.304, 0.233, 0.353, 0.372, 0.369, 0.240, 0.358, -0.562, 1.067, -0.580, -0.236, -0.211, -1.132, -0.843, 0.323, 0.348, 0.251, 0.392, 0.317, 0.308, 0.308, 0.377, -0.611, 1.066, -0.526, -0.178, -0.198, -1.210, -0.856, 0.288, 0.364, 0.399, 0.326, 0.275, 0.274, 0.353, 0.332, -0.527, 1.152, -0.543, -0.297, -0.260, -0.901, -0.927, 0.349, 0.297, 0.325, 0.358, 0.182, 0.426, 0.289, 0.321, -0.566, 1.030, -0.566, -0.264, -0.076, -1.210, -0.841, 0.255, 0.355, 0.295, 0.296, 0.385, 0.379, 0.321, 0.279, -0.550, 1.026, -0.513, -0.248, -0.138, -1.191, -0.916, 0.273, 0.343, 0.374, 0.301, 0.307, 0.316, 0.387, 0.319, -0.612, 1.051, -0.523, -0.239, -0.203, -1.054, -0.899, 0.349, 0.325, 0.298, 0.308, 0.226, 0.369, 0.335, 0.269, -0.515, 0.998, -0.566, -0.142, -0.222, -1.245, -0.935, 0.377, 0.333, 0.255, 0.383, 0.315, 0.382, 0.296, 0.367, -0.560, 1.057, -0.557, -0.245, -0.296, -1.105, -0.870, 0.432, 0.281, 0.312, 0.250, 0.377, 0.372, 0.341, 0.254]
}

{
  "formula": "C5H3NO2",
  "method": "the ωB97M-V functional and the def2-TZVPD basis",
  "charge": 0,
  "e_homo_ev": -9.10,
  "energy_ev": -10814.795,
  "species": ["C", "C", "C", "C", "C", "H", "H", "H", "N", "O", "O"],
  "positions_angstrom": [[-0.775, 1.028, 1.055], [0.019, -0.723, 0.352], [0.504, -1.410, -0.711], [0.948, 0.848, -0.982], [0.267, 0.642, 0.184], [-1.772, -0.940, 1.586], [0.842, -2.394, -0.972], [1.148, 1.712, -1.726], [-0.957, -0.350, 1.269], [-1.494, 1.970, 1.418], [1.270, -0.383, -1.473]],
  "forces_ev_per_a": [[-4.53, 2.26, 2.20], [0.02, -0.45, -1.38], [1.80, 1.93, 0.30], [-0.01, -0.06, -0.89], [3.88, 2.80, -4.06], [1.29, 1.38, -0.32], [-0.45, -0.21, -0.01], [-0.14, -1.55, 1.89], [-3.26, -3.28, 2.90], [2.47, -2.27, -0.97], [-1.07, -0.56, 0.35]],
  "mulliken_charge": [0.411, 0.597, -0.740, -0.274, 0.151, 0.260, 0.356, 0.325, -0.194, -0.602, -0.291]
}

{
  "formula": "C16H15ClN2O4S2",
  "method": "the ωB97M-V functional and the def2-TZVPD basis",
  "charge": 0,
  "e_homo_ev": -8.83,
  "energy_ev": -62199.327,
  "smiles": "CC(=O)NS(=O)(=O)c1ccc(NC(=O)CSc2ccc(Cl)cc2)cc1",
  "species": ["C", "C", "O", "N", "H", "S", "O", "O", "C", "C", "C", "C", "C", "C", "H", "H", "N", "C", "O", "C", "H", "H", "S", "C", "C", "C", "C", "C", "C", "H", "H", "Cl", "H", "H", "H", "H", "H", "H", "H", "H"],
  "positions_angstrom": [[0.599, -4.061, 4.746], [0.953, -3.371, 3.449], [1.459, -2.278, 3.377], [0.634, -4.073, 2.325], [0.229, -4.993, 2.383], [1.199, -3.601, 0.772], [0.463, -4.460, -0.106], [2.624, -3.672, 0.763], [0.628, -1.927, 0.629], [1.517, -0.880, 0.762], [1.057, 0.420, 0.669], [-0.298, 0.657, 0.442], [-1.182, -0.416, 0.304], [-0.717, -1.712, 0.398], [-1.374, -2.559, 0.284], [-2.231, -0.227, 0.122], [-0.828, 1.941, 0.331], [-0.169, 3.128, 0.230], [1.019, 3.291, 0.367], [-1.101, 4.291, -0.083], [-1.698, 4.546, 0.793], [-0.513, 5.161, -0.373], [-2.311, 3.872, -1.387], [-1.288, 2.912, -2.484], [0.019, 3.277, -2.770], [0.794, 2.472, -3.583], [0.252, 1.315, -4.122], [-1.065, 0.962, -3.866], [-1.832, 1.762, -3.041], [-2.856, 1.499, -2.826], [-1.480, 0.065, -4.297], [1.225, 0.302, -5.123], [1.815, 2.743, -3.797], [0.444, 4.180, -2.361], [-1.829, 1.977, 0.171], [1.734, 1.251, 0.773], [2.554, -1.101, 0.951], [1.214, -4.951, 4.861], [-0.448, -4.357, 4.744], [0.789, -3.385, 5.574]],
  "forces_ev_per_a": [[0.07, 0.16, -0.06], [-0.04, 0.14, 0.60], [0.28, 0.22, 0.23], [0.20, 0.09, -1.17], [-0.03, -0.08, -0.17], [-0.35, -0.40, 0.46], [-0.27, 0.11, 0.03], [0.03, 0.45, 0.15], [0.29, -0.63, 0.00], [-0.03, -0.01, -0.03], [0.13, 0.06, -0.03], [0.24, -0.23, 0.03], [0.09, -0.04, 0.05], [-0.13, 0.06, -0.06], [-0.17, -0.04, -0.03], [-0.11, 0.01, -0.04], [-0.35, -0.22, 0.22], [-0.35, 0.24, 0.07], [0.31, 0.03, 0.03], [-0.18, 0.05, -0.41], [0.03, 0.02, 0.01], [0.06, -0.17, 0.13], [-0.01, 0.14, 0.03], [-0.19, 0.23, 0.16], [-0.10, -0.08, -0.09], [0.04, -0.13, -0.09], [-0.15, 0.16, 0.15], [0.12, -0.02, -0.11], [0.07, 0.14, 0.04], [-0.10, -0.09, 0.05], [-0.01, -0.10, -0.06], [0.12, -0.12, -0.13], [0.11, -0.02, -0.04], [0.05, 0.08, 0.06], [0.24, 0.09, -0.07], [0.01, -0.02, 0.01], [0.14, 0.07, 0.05], [0.02, -0.10, 0.02], [-0.10, -0.07, 0.03], [-0.01, 0.02, -0.04]],
  "mulliken_charge": [-1.222, 0.774, -0.532, -0.258, 0.256, 1.405, -0.723, -0.684, -0.089, -0.344, -0.587, 0.739, -0.709, -0.817, 0.427, 0.342, -0.067, 0.494, -0.610, -0.812, 0.448, 0.396, -0.140, 0.295, -0.228, -0.765, 0.376, -0.701, -0.348, 0.413, 0.423, -0.220, 0.432, 0.407, 0.222, 0.528, 0.488, 0.327, 0.341, 0.325]
}